Computed, not measured: C15H31B2CrF8O10 as an isolated structure at a distorted geometry, with wB97M-V/def2-TZVPD.

Element x y z (Å)
Cr 1.227739 0.699572 0.189668
C 2.931649 1.387582 -3.831922
C 1.827919 0.736102 -3.010572
C 1.375719 -0.611868 -3.649842
O 2.272799 0.546452 -1.665762
H 2.659159 1.691772 -4.842522
H 3.805569 0.736972 -3.799272
H 3.382589 2.299782 -3.441232
H 0.939309 1.364692 -2.952652
H 2.147259 -1.369418 -3.787462
H 1.142409 -0.374688 -4.687832
H 0.525309 -1.027548 -3.109372
B 3.385119 -0.750878 2.119008
F 4.665499 -0.472898 1.767878
F 3.049589 0.297712 2.965568
F 2.604249 -0.660888 0.961068
F 3.336679 -1.955088 2.764818
B 2.244999 3.259712 0.463978
F 2.633599 2.134752 1.170608
F 3.148809 3.445612 -0.527722
F 1.041859 2.954272 -0.132212
F 2.158579 4.376962 1.294718
C -3.639381 0.101562 -3.517052
C -2.312221 0.327612 -2.870982
O -2.516771 1.513782 -2.179002
C -1.721141 1.886882 -1.210522
O -0.735811 1.320162 -0.754312
O -2.115551 3.131182 -0.793882
C -1.739041 3.653132 0.509468
H -3.723221 0.906522 -4.247202
H -4.518781 0.324042 -2.912692
H -3.627761 -0.876118 -3.998812
H -1.606591 0.523642 -3.678282
H -1.895801 -0.421198 -2.197202
H -1.203821 2.861812 1.034298
H -2.488601 4.009482 1.216078
H -0.938311 4.390552 0.453428
C -2.261781 2.353862 5.002218
C -2.825161 1.292772 3.988688
O -1.975241 1.187462 2.800348
C -0.765261 0.650962 2.817538
O 0.120819 0.966292 2.055868
O -0.511121 -0.063358 3.912598
C 0.719729 -0.689998 4.100308
H -1.290641 2.129872 5.443608
H -2.968431 2.323722 5.831568
H -2.207691 3.375392 4.625848
H -3.731091 1.770682 3.615878
H -3.071521 0.279552 4.306148
H 1.547169 -0.031658 4.364948
H 1.010509 -1.273448 3.226728
H 0.738749 -1.322538 4.987798
C 1.894739 -4.628008 -1.268732
C 1.300269 -3.251058 -1.216532
O -0.025421 -3.469688 -0.769152
C -0.638321 -2.413538 -0.240742
O -0.101221 -1.277698 -0.137532
O -1.826591 -2.808568 0.343908
C -2.465811 -4.025658 -0.038022
H 1.287219 -5.385228 -1.764352
H 2.128529 -4.864598 -0.230722
H 2.816879 -4.618868 -1.849842
H 1.220999 -2.761238 -2.187052
H 1.854299 -2.605818 -0.534752
H -1.820541 -4.854578 0.252868
H -2.520441 -4.155898 -1.118832
H -3.357221 -4.190838 0.567128

Atoms 1-6, force components in eV/Å:
0.372 -0.107 -2.142
0.743 0.403 0.115
0.436 -0.897 2.298
0.308 1.032 -0.522
-0.971 -0.111 0.157
-0.181 -0.563 -0.360

As for the spin multiplicity: 6. Its net charge is -2. As for the HOMO energy (alpha / beta): 2.36 / -2.74 eV.

=====

Computed, not measured: C49H47N9O8PbS2 as an isolated structure at a distorted geometry, with wB97M-V/def2-TZVPD.

Element x y z (Å)
Pb 0.875773 0.054689 -0.707280
C -2.690652 -2.291856 -0.518618
C -1.452352 -2.962027 -0.089390
N -0.250496 -2.464301 -0.137984
C 0.702500 -3.412367 0.089832
C 0.189224 -4.662455 0.332867
S -1.522261 -4.660641 0.268719
C 2.114801 -3.092092 0.028602
C 3.132285 -4.002551 0.134758
S 4.646169 -3.225140 -0.026841
C 3.822454 -1.709777 -0.224685
N 2.536877 -1.812550 -0.166641
C 4.551950 -0.441452 -0.404807
H -1.734698 -0.626480 -0.782421
H -3.550824 -2.562530 0.104769
H -3.562458 -2.093527 -2.379535
H 0.726704 -5.563770 0.541505
H 3.058328 -5.062153 0.276882
H 5.604615 -0.620396 -0.601900
H 4.452371 0.173829 0.489725
H 4.107682 0.113864 -1.228263
C 6.293039 -4.091534 4.618758
O 6.408855 -2.981779 3.763805
C 6.059869 -1.745935 4.220568
C 5.615447 -1.453396 5.506361
C 5.275888 -0.155063 5.841253
C 5.320893 0.867716 4.892202
C 5.793295 0.566193 3.607241
C 6.166167 -0.715059 3.283943
N 5.022129 2.166991 5.290426
N 4.392702 2.995961 4.618660
C 3.701642 2.726077 3.458471
C 3.724260 3.704564 2.464960
C 3.187861 3.492472 1.214214
C 2.556004 2.285199 0.863033
O 2.157132 2.059293 -0.331385
C 2.376584 1.328655 1.933606
N 1.649707 0.230501 1.668910
C 1.437313 -0.662075 2.608110
C 1.858080 -0.485276 3.926854
C 2.570260 0.644607 4.238493
C 2.923327 1.555923 3.226565
H 6.604501 -4.950576 4.025000
H 5.260170 -4.233774 4.952085
H 6.944581 -4.004830 5.493355
H 5.536604 -2.226362 6.256064
H 4.933884 0.075522 6.840614
H 5.894572 1.359804 2.881427
H 6.540334 -0.958128 2.302224
H 4.247677 4.623879 2.681373
H 3.275694 4.255673 0.456572
H 0.869929 -1.532503 2.313778
H 1.597904 -1.211172 4.681246
H 2.841881 0.857110 5.260390
C -3.844519 4.086851 -5.177934
C -3.689775 2.560428 -5.223882
C -5.034836 1.878472 -4.940421
C -3.252556 2.158087 -6.636509
C -2.669470 2.146354 -4.177704
C -1.418034 1.656565 -4.532815
C -0.547835 1.231931 -3.543886
N -0.844464 1.290216 -2.260272
C -2.003594 1.829698 -1.871569
C -2.943080 2.250691 -2.810984
C -2.182285 1.909789 -0.405194
C -3.203103 2.637153 0.208913
C -3.314594 2.664218 1.596919
C -2.332927 1.982672 2.313186
C -1.361957 1.278284 1.633687
N -1.285404 1.230618 0.317620
C -4.436044 3.346385 2.357747
C -5.116782 2.292505 3.245916
C -5.495130 3.960867 1.441062
C -3.848013 4.453455 3.244394
H -4.521576 4.414104 -5.963459
H -2.881064 4.568457 -5.333498
H -4.244280 4.415967 -4.222484
H -5.759375 2.174165 -5.695549
H -5.434725 2.149442 -3.967290
H -4.921619 0.796615 -4.980830
H -4.036853 2.415277 -7.344507
H -3.082986 1.085188 -6.698276
H -2.349095 2.682564 -6.937942
H -1.108765 1.573433 -5.559315
H 0.410682 0.792886 -3.778513
H -3.893708 2.643875 -2.490731
H -3.907223 3.177427 -0.400286
H -2.320677 1.971435 3.390430
H -0.619123 0.712663 2.173408
H -5.503005 1.474961 2.640858
H -5.945210 2.745418 3.785001
H -4.425579 1.881614 3.976160
H -5.933936 3.207478 0.790234
H -5.076510 4.763492 0.837713
H -6.292939 4.382162 2.049396
H -3.121046 4.052705 3.945356
H -4.643078 4.929323 3.814471
H -3.358629 5.211014 2.636346
O 2.651590 -2.730832 -3.289819
C 1.594433 -2.129249 -3.197026
O 1.403402 -0.910499 -2.933065
C 0.309724 -2.979642 -3.344630
C -0.907868 -2.492714 -2.891403
C -1.971697 -3.361149 -2.694193
C -1.890446 -4.684034 -3.087473
C -0.702677 -5.130365 -3.655798
C 0.411511 -4.308451 -3.731649
N -0.602478 -6.500553 -4.108028
O -1.612941 -7.168431 -4.123963
O 0.493927 -6.895116 -4.440918
N -3.152217 -2.938945 -1.926366
O -2.649254 -0.933478 -0.669666
O -4.019377 -3.882389 -1.728673
H -0.981696 -1.443413 -2.651766
H -2.726541 -5.351130 -2.929962
H 1.351145 -4.691506 -4.099035

Atoms 1-6, force components in eV/Å:
0.510 0.507 -0.474
-0.877 -0.074 -0.333
0.220 -0.978 0.500
-0.539 0.229 0.182
-0.543 -0.949 0.199
-0.266 0.387 -0.040

The value obtained for the energy above the lowest of the compared OMol25 structures with the same formula, charge and spin is 68.8 kJ/mol. As for the HOMO energy: -7.03 eV.

=====

Computed, not measured: an isolated ion of composition C6H8NO4S and charge -1 at a distorted geometry, with wB97M-V/def2-TZVPD.

Element x y z (Å)
C -0.267902 -0.753703 0.409610
C 0.526305 -0.659662 -0.615128
C -2.679789 0.406906 -0.632038
C 2.002030 -0.486669 -0.826423
C 0.138030 0.721745 2.416366
C 0.162603 -0.715140 1.865973
N -2.122793 0.706434 -1.623907
O -3.427487 0.331221 0.245398
O -0.085328 1.656483 -2.579837
O -1.414377 -0.022864 -3.857332
O -0.168138 -0.858744 -1.976414
S -0.813406 0.374717 -2.576963
H 2.460292 -1.335841 -1.595848
H 2.405413 -0.601892 0.203539
H 2.343625 0.522010 -1.220513
H 0.675768 0.786534 3.506077
H -0.934376 1.215949 2.617474
H 0.627529 1.306144 1.662120
H -0.596167 -1.264284 2.541863
H 1.168169 -1.329342 2.035985

Atoms 1-6, force components in eV/Å:
-0.589 -0.090 0.582
0.485 0.058 0.705
-0.484 -0.470 1.859
1.119 -1.130 -1.416
-0.468 0.581 2.822
-0.517 -1.727 0.794

The value obtained for the energy above the lowest of the compared OMol25 structures with the same formula, charge and spin is 370.5 kJ/mol. Its net charge is -1. As for the HOMO energy: -3.37 eV.

=====

Computed, not measured: an isolated ion of composition C5H12O and charge +1 at a distorted geometry, with wB97M-V/def2-TZVPD.

Element x y z (Å)
C 1.720182 -0.612475 -0.866999
O 1.332272 -1.697406 -1.568807
C 0.777865 -0.476804 0.392632
C -0.159682 0.600344 0.161659
C -1.272844 0.603895 1.167643
C -2.335386 1.625599 0.706817
H 2.714416 -0.748740 -0.438696
H 1.527779 0.206548 -1.515226
H 1.754470 -2.425236 -1.130420
H 0.358599 -1.419956 0.366742
H 1.367678 -0.395267 1.366536
H 0.204217 1.686671 0.094836
H -0.761140 0.559466 -0.771384
H -1.600237 -0.381458 1.098523
H -1.072613 0.696784 2.258199
H -1.784972 2.456263 0.716345
H -3.139372 1.744962 1.433806
H -2.607813 1.155855 -0.299321

Atoms 1-6, force components in eV/Å:
0.929 -0.021 -2.025
0.087 0.536 -0.103
1.085 0.819 3.297
-0.713 4.012 -1.824
-0.970 -0.096 2.592
-0.906 -4.682 -0.647

As for the spin multiplicity: 2. The value obtained for the energy above the lowest of the compared OMol25 structures with the same formula, charge and spin is 256.2 kJ/mol. Its net charge is +1. As for the HOMO energy (alpha / beta): -15.60 / -15.50 eV.

=====

Computed, not measured: a 5-piece molecular cluster, C31H74N2O15S overall, with wB97M-V/def2-TZVPD.

Element x y z (Å)
N -0.809421 -7.259907 0.546448
C -1.032488 -7.012125 -0.885646
C -0.067858 -7.773772 -1.823678
C 0.800288 -8.808892 -1.141798
C 1.746279 -9.540874 -2.114484
O 1.899200 -8.838858 -3.361974
S 3.483877 -8.635532 -3.734930
O 3.859369 -9.799981 -4.475609
O 3.177017 -7.510561 -4.853700
C 3.425109 -6.131162 -4.484620
C 3.360774 -5.757901 -3.017640
C 3.297024 -4.226454 -2.915468
N 3.999372 -3.759446 -1.721489
H -1.256614 -6.514609 1.072349
H 0.174904 -7.181916 0.775334
H -2.048372 -7.317777 -1.113163
H -0.973990 -5.949081 -1.119704
H -0.668160 -8.279792 -2.573690
H 0.530669 -7.056288 -2.364892
H 0.201247 -9.556752 -0.637078
H 1.415590 -8.342582 -0.378344
H 2.726774 -9.665773 -1.660695
H 1.367011 -10.535092 -2.316456
H 2.644805 -5.572182 -4.987568
H 4.387413 -5.835487 -4.889205
H 2.475204 -6.157415 -2.538378
H 4.256950 -6.066492 -2.494284
H 2.242013 -3.957914 -2.870847
H 3.703113 -3.765797 -3.811660
H 3.533668 -2.963170 -1.303243
H 4.019838 -4.483159 -1.014067
C 5.932913 -0.849870 -2.039978
O 5.222568 0.364058 -1.912253
C 5.963805 1.349191 -1.215559
C 5.399193 2.727889 -1.472393
O 5.790711 3.286569 -2.718026
C 5.126937 2.805064 -3.878294
C 3.729036 3.352742 -4.054857
O 2.796265 2.644724 -3.256549
C 1.594561 3.361972 -3.089539
H 6.175219 -1.270948 -1.057900
H 5.299816 -1.552761 -2.573249
H 6.856637 -0.702016 -2.612308
H 7.014124 1.326621 -1.530306
H 5.912673 1.135310 -0.138303
H 5.816205 3.399782 -0.719012
H 4.313254 2.731773 -1.359661
H 5.127447 1.714223 -3.914267
H 5.729207 3.168050 -4.714175
H 3.431375 3.252399 -5.108470
H 3.725896 4.416122 -3.785993
H 1.773586 4.313547 -2.575246
H 0.929652 2.754062 -2.479274
H 1.111979 3.558365 -4.054058
C -6.564778 -3.056675 4.971541
O -5.472642 -2.759096 4.128615
C -4.239189 -3.170335 4.689299
C -3.167997 -3.255984 3.626078
O -3.228284 -4.440108 2.843459
C -4.227199 -4.495622 1.834302
C -3.895317 -3.682958 0.603863
O -4.199682 -2.312863 0.796466
C -3.551973 -1.488697 -0.144632
H -6.467249 -2.550520 5.938786
H -7.468587 -2.703201 4.479801
H -6.651371 -4.137846 5.130889
H -4.347984 -4.150363 5.169403
H -3.933253 -2.436368 5.448728
H -2.202829 -3.303672 4.134895
H -3.171182 -2.363736 2.996941
H -5.208515 -4.226547 2.228446
H -4.262857 -5.545502 1.535048
H -4.486760 -4.053716 -0.245295
H -2.829002 -3.805422 0.372816
H -2.462033 -1.570833 -0.053723
H -3.843522 -0.460903 0.061077
H -3.849692 -1.744582 -1.168271
C -6.445433 2.490917 5.382152
O -7.390747 2.170265 6.377220
C -8.341904 1.223356 5.923201
C -9.047968 0.565398 7.087282
O -8.293494 -0.466344 7.707386
C -7.228827 -0.064309 8.558152
C -7.679907 0.465469 9.900581
O -8.088753 1.818042 9.797475
C -8.857983 2.225472 10.905412
H -6.929971 2.921295 4.497961
H -5.760509 3.224582 5.802389
H -5.873642 1.604014 5.084250
H -7.849118 0.451013 5.319650
H -9.084327 1.740064 5.298597
H -9.934863 0.065622 6.691866
H -9.380478 1.307470 7.815374
H -6.569531 0.648044 8.058990
H -6.657502 -0.977283 8.740661
H -6.843418 0.403250 10.611099
H -8.505678 -0.153505 10.272415
H -9.779929 1.636710 10.980879
H -9.121442 3.270613 10.757307
H -8.291056 2.130572 11.838954
C 5.754377 11.813601 -6.770886
O 5.648834 10.902209 -5.701663
C 4.450730 11.077029 -4.965774
C 4.143625 9.850843 -4.136331
O 3.553308 8.789859 -4.872956
C 4.418603 8.010597 -5.686565
C 5.265194 7.026298 -4.912047
O 6.396523 7.662072 -4.347565
C 6.971731 6.887374 -3.317040
H 5.746805 12.849650 -6.412316
H 6.698637 11.621295 -7.276066
H 4.936471 11.673537 -7.487548
H 3.612134 11.269660 -5.645939
H 4.570192 11.941541 -4.297342
H 3.389405 10.134535 -3.399191
H 5.030106 9.513982 -3.595594
H 5.040023 8.641815 -6.324248
H 3.751969 7.435112 -6.332619
H 5.614767 6.234513 -5.591247
H 4.656745 6.569920 -4.121233
H 6.262283 6.742026 -2.494132
H 7.837919 7.429399 -2.942735
H 7.294335 5.907830 -3.686895

Atoms 1-6, force components in eV/Å:
0.058 0.235 0.001
0.156 -0.113 0.111
-0.697 -0.034 0.277
0.711 -0.002 -0.317
-0.383 0.029 0.179
0.339 0.177 0.348

As for the HOMO energy: -9.29 eV.

=====

Computed, not measured: an isolated molecule of C5H9NO at a distorted geometry, with wB97M-V/def2-TZVPD.

Element x y z (Å)
C -1.204512 -0.139269 -1.008555
C 0.108257 -0.245893 -0.180214
C 1.255222 -1.084329 -0.795560
N 0.358568 1.134905 0.159590
C -0.235699 1.143372 1.460620
C -0.118697 -0.388359 1.373997
O -0.061722 -1.266744 2.186632
H -1.412931 -1.037710 -1.576883
H -1.144628 0.714395 -1.712434
H -2.052757 0.109773 -0.353048
H 0.981875 -1.443822 -1.790473
H 1.521158 -1.969589 -0.199028
H 2.176111 -0.497910 -0.897378
H 0.731476 1.852790 -0.419556
H 0.390895 1.659531 2.180729
H -1.292615 1.458861 1.571560

Atoms 1-6, force components in eV/Å:
-0.081 -0.508 -0.041
-0.302 0.149 -0.467
-0.184 0.073 -0.100
1.133 0.247 0.204
0.138 0.221 0.471
-0.246 -0.241 0.178

The value obtained for the energy above the lowest of the compared OMol25 structures with the same formula, charge and spin is 229.9 kJ/mol. As for the HOMO energy: -8.58 eV. The SMILES is CC1(C)NCC1=O.

=====

Number 1: energy -3236.09865 hartree. Number 2: energy -3979.25806 hartree. Number 3: energy -987.25404 hartree. Number 4: energy -272.51966 hartree. Number 5: energy -2861.54923 hartree. Number 6: energy -325.84998 hartree.